DFT (ωB97M-V/def2-TZVPD) results for a cluster of 9 separate species, C30H85N11O9 in total at a distorted geometry.

Output
Charge: -1
Frontier orbital gap (alpha / beta), eV: 1.819 / 8.803
E_LUMO (alpha / beta), eV: 2.2 / 2.2
<S²>: 0.75
Multiplicity: 2
HOMO (alpha / beta), Ha: 0.0145 / -0.2426
Relative energy (zero: lowest compared OMol25 entry of this formula, charge and spin), kcal per mole: 0.0

Geometry as XYZ:
```
135
Properties=species:S:1:pos:R:3:forces:R:3:mulliken_charge:R:1
C -0.447 0.365 0.237 -1.018 -3.557 -1.392 0.442
O -0.324 -0.553 1.043 -0.265 -2.034 1.200 -0.830
N 0.036 1.500 0.508 1.426 5.030 -0.062 0.259
N -0.967 0.189 -0.990 -0.475 -1.180 -0.873 2.287
H 0.390 1.686 1.436 -0.016 0.398 -0.261 0.018
H -0.153 2.172 -0.222 0.259 0.900 0.504 -0.081
H -1.249 0.916 -1.632 0.232 0.689 0.360 0.006
H -1.398 -0.700 -1.201 0.197 0.038 0.289 -0.739
C -2.091 3.564 -2.528 -2.626 -0.527 0.873 -7.609
O -1.662 2.518 -2.075 1.738 -1.569 0.518 3.391
N -3.399 3.803 -2.516 -1.448 0.266 -0.320 0.684
N -1.425 4.568 -3.002 2.830 0.531 -0.782 0.830
H -3.599 4.722 -2.886 -1.259 -0.029 0.214 0.502
H -4.066 3.173 -2.093 0.262 0.413 -0.181 0.386
H -1.904 5.424 -3.242 0.437 0.446 -0.200 0.571
H -0.434 4.381 -3.057 0.205 0.898 -0.201 -0.048
C 4.122 4.619 2.217 -0.807 -0.718 0.661 -1.328
C 4.486 3.135 2.429 -0.006 1.677 -0.210 0.260
C 3.557 2.178 1.624 1.028 -0.566 -1.217 0.634
O 4.193 0.912 1.448 0.879 -0.167 1.858 -0.567
C 3.523 -0.011 0.641 0.011 0.654 -0.656 -0.560
N 5.958 3.009 2.233 -1.250 -1.473 0.363 -0.781
H 3.036 4.694 2.284 -0.128 0.236 -0.435 0.301
H 4.486 5.063 1.291 -0.124 -0.136 0.019 0.307
H 4.455 5.185 3.087 0.438 0.097 -0.193 0.381
H 4.289 2.989 3.491 0.198 -0.503 0.083 0.121
H 3.444 2.537 0.601 -0.224 0.645 -0.220 -0.064
H 2.558 1.994 2.018 -0.023 0.455 0.566 -0.019
H 3.656 0.388 -0.365 -0.495 -0.354 -0.609 0.469
H 2.463 -0.106 0.879 -0.179 -0.013 0.070 -0.034
H 3.999 -0.990 0.683 0.126 0.117 0.279 0.310
H 6.308 3.339 1.345 -0.513 0.518 -0.334 0.275
H 5.969 2.007 2.106 1.066 -0.610 0.153 0.360
C -3.407 -0.453 -3.910 0.362 0.302 -0.395 -1.754
C -3.216 -1.943 -4.033 -0.744 -1.055 0.918 1.083
C -3.357 -2.684 -2.631 1.395 0.402 -0.246 -1.299
O -2.570 -2.069 -1.571 -0.595 0.253 -1.943 -0.139
C -2.614 -2.712 -0.348 -0.686 -0.572 1.099 -0.678
N -4.202 -2.523 -4.968 0.476 0.086 -0.075 -0.776
H -2.846 -0.100 -3.045 -0.436 0.255 0.102 0.300
H -4.458 -0.166 -3.922 -0.031 -0.007 0.546 0.269
H -2.983 0.068 -4.769 0.095 -0.140 -0.118 0.507
H -2.226 -2.126 -4.451 0.053 -0.209 0.136 0.237
H -2.980 -3.705 -2.691 -0.008 -0.276 -0.405 0.521
H -4.419 -2.779 -2.406 -0.215 0.364 0.457 0.418
H -2.293 -3.754 -0.349 0.214 -0.246 -0.472 0.447
H -3.641 -2.717 0.019 -0.288 0.001 0.248 0.313
H -1.995 -2.200 0.389 0.073 0.334 -0.273 -0.299
H -5.155 -2.442 -4.641 -0.083 0.329 0.222 0.276
H -4.058 -3.510 -5.125 0.264 -0.126 0.003 0.265
C 4.324 -5.454 1.851 1.651 0.335 0.576 -1.368
C 2.899 -5.728 2.200 -1.276 0.963 -1.188 0.176
C 2.068 -4.419 2.177 -1.533 -0.103 0.391 -0.013
O 0.618 -4.645 2.539 1.678 -0.155 -0.481 -0.492
C -0.236 -3.613 2.014 1.150 0.148 0.367 0.107
N 2.380 -6.620 1.101 0.051 0.355 1.655 -0.813
H 4.956 -6.290 2.152 -0.097 -0.272 -0.233 0.328
H 4.778 -4.618 2.383 -0.304 0.284 0.235 0.379
H 4.537 -5.252 0.801 -0.439 -0.123 -0.164 0.293
H 2.834 -6.118 3.216 -0.183 -0.606 -0.232 0.370
H 2.095 -3.992 1.175 -0.048 -0.039 -0.316 0.006
H 2.501 -3.660 2.829 -0.129 0.024 0.394 0.194
H -1.279 -3.741 2.306 0.134 -0.585 0.047 0.366
H -0.135 -3.576 0.929 -0.123 0.105 -0.083 -0.269
H 0.073 -2.659 2.440 0.001 0.235 -0.233 0.105
H 2.460 -5.995 0.312 0.044 -0.098 -0.593 0.263
H 1.388 -6.611 1.288 -0.526 -0.438 -0.167 0.377
C 1.907 -0.580 4.291 -0.694 0.473 0.769 -0.947
C 0.605 0.249 4.640 0.230 -0.641 -1.099 0.376
C 0.744 1.116 5.878 1.639 -0.113 -0.313 -0.885
O 0.801 0.247 6.993 -0.539 1.675 1.899 -0.346
C 0.941 1.043 8.252 0.308 -1.718 -1.306 -0.748
N 0.153 1.050 3.492 0.990 0.820 1.005 -0.313
H 1.837 -1.218 3.410 -0.533 0.095 -0.034 -0.031
H 2.140 -1.217 5.144 -0.042 -0.103 0.032 0.467
H 2.791 0.035 4.124 -0.158 0.453 0.021 0.262
H -0.212 -0.415 4.920 0.125 -0.701 -0.014 0.225
H 0.008 1.916 5.952 -0.740 -0.291 0.092 0.376
H 1.684 1.666 5.836 0.433 0.180 -0.172 0.331
H 0.576 0.396 9.049 -0.240 0.183 -0.073 0.244
H 0.421 2.000 8.216 -0.164 -0.143 -0.130 0.312
H 2.001 1.198 8.449 0.104 0.237 -0.164 0.283
H -0.110 0.503 2.685 -0.404 -0.657 0.194 0.004
H -0.593 1.631 3.845 -0.353 0.046 -0.576 0.185
C -4.355 1.085 -0.361 0.780 1.448 -0.128 -1.127
C -5.399 0.078 -0.119 0.192 -0.266 1.650 1.400
C -6.617 0.581 0.647 0.411 -1.349 -0.545 -1.131
O -6.295 0.940 1.931 1.001 0.708 0.813 -0.206
C -7.456 1.099 2.677 0.084 0.158 0.220 -0.830
N -5.827 -0.421 -1.360 -0.912 -0.614 -2.340 -0.846
H -3.478 0.724 -0.900 -0.207 -0.200 -0.101 0.268
H -3.955 1.597 0.514 -0.251 -0.154 0.223 0.164
H -4.852 1.837 -0.973 0.197 0.233 -0.131 -0.121
H -4.998 -0.793 0.400 0.230 0.219 1.068 0.013
H -7.199 -0.337 0.728 -0.917 -0.150 -0.228 0.420
H -7.208 1.364 0.172 0.116 0.089 -0.527 0.429
H -8.123 1.826 2.215 -0.165 0.264 -0.042 0.325
H -7.159 1.457 3.663 -0.236 -0.238 0.051 0.237
H -7.977 0.141 2.685 -0.297 -0.148 0.498 0.321
H -6.474 -1.187 -1.239 -0.261 -0.128 0.044 0.343
H -5.021 -0.828 -1.813 0.075 0.117 -0.308 -0.024
C 2.908 6.937 -2.065 1.479 0.308 -0.271 -1.556
C 2.081 5.869 -1.489 -1.783 -2.614 2.002 0.127
C 2.539 4.342 -1.771 -1.471 3.081 -0.108 0.149
O 1.690 4.027 -2.866 1.200 -2.269 0.124 -0.045
C 1.703 2.617 -3.183 -0.207 0.406 -1.628 -0.808
N 1.927 6.002 -0.018 1.306 0.235 0.220 -0.279
H 2.457 7.921 -1.936 -0.020 -0.021 -0.202 0.520
H 3.192 6.744 -3.099 -0.623 0.128 -0.307 0.353
H 3.886 6.940 -1.584 0.055 0.178 0.465 0.331
H 1.052 5.880 -1.849 0.135 0.162 -0.789 -0.093
H 2.278 3.702 -0.927 0.257 0.002 0.142 -0.466
H 3.608 4.378 -1.980 0.130 -0.630 -0.289 0.309
H 2.631 2.174 -3.547 0.883 0.694 0.288 0.490
H 1.113 2.591 -4.099 -0.580 -0.386 0.300 0.298
H 1.358 1.887 -2.450 -0.553 0.616 0.509 0.109
H 1.526 5.190 0.428 -0.214 0.025 -0.271 0.049
H 1.430 6.822 0.299 -0.139 0.056 -0.319 0.313
C -0.052 -4.475 -4.456 0.292 1.322 1.648 -0.974
C 1.341 -3.828 -4.280 -0.454 -1.517 -2.804 0.860
C 2.075 -4.101 -2.952 -0.708 0.834 -0.442 -1.030
O 1.397 -3.550 -1.836 -0.166 -0.005 0.407 -0.250
C 1.284 -2.122 -1.759 0.047 -0.419 -0.427 -0.150
N 2.154 -4.332 -5.471 1.356 0.515 1.647 -0.749
H -0.021 -5.564 -4.425 0.002 0.090 -0.136 0.378
H -0.559 -4.063 -5.328 0.199 -0.321 -0.229 0.432
H -0.601 -4.084 -3.599 -0.597 -0.396 0.202 -0.134
H 1.233 -2.753 -4.424 0.042 0.041 0.182 0.053
H 3.063 -3.651 -3.044 0.352 -0.076 0.019 0.400
H 2.154 -5.167 -2.739 0.047 -0.073 -0.138 0.439
H 0.827 -1.842 -0.810 -0.062 -0.322 -0.015 -0.471
H 0.663 -1.750 -2.574 -0.078 0.159 0.053 0.216
H 2.257 -1.635 -1.814 0.284 -0.027 -0.091 0.456
H 1.723 -4.668 -6.320 -0.798 0.273 0.425 0.232
H 2.734 -5.085 -5.131 0.222 -0.123 -0.159 0.228
```
Positions in Å, forces in eV/Å.

=====

DFT (ωB97M-V/def2-TZVPD) results for a cluster of 13 separate species, C30H86O13 in total at a distorted geometry.

Output
Frontier orbital gap, eV: 10.099
E_LUMO, eV: 0.5
HOMO, Ha: -0.3520
Relative energy (zero: lowest compared OMol25 entry of this formula, charge and spin), kcal per mole: 0.0

Geometry as XYZ:
```
129
Properties=species:S:1:pos:R:3:forces:R:3:mulliken_charge:R:1
O -3.805 1.706 2.189 0.164 0.391 -0.213 -0.603
H -3.379 0.933 2.589 -0.470 -0.066 -0.049 0.336
H -4.758 1.686 2.350 0.435 -0.302 0.153 0.208
O -1.731 3.843 2.425 -1.808 0.382 -0.714 -0.559
H -0.974 3.530 2.892 0.523 -0.745 0.659 0.201
H -2.480 3.205 2.530 0.994 0.317 0.175 0.279
O 2.648 -0.676 1.455 0.602 1.091 -0.764 -0.652
H 3.097 -0.022 0.834 -0.733 -0.788 0.749 0.271
H 2.695 -1.508 0.983 0.071 -0.359 -0.274 0.162
C 3.567 -4.890 -0.393 0.466 0.252 0.229 -1.404
C 3.409 -3.732 -1.325 0.071 0.554 -1.006 0.537
C 3.666 -4.078 -2.801 1.002 -0.547 0.882 -1.315
O 2.164 -3.078 -1.247 -1.333 -0.097 0.722 -0.056
H 3.781 -4.650 0.631 -0.083 0.601 0.561 0.361
H 4.441 -5.385 -0.737 0.766 -0.922 -0.236 0.439
H 2.747 -5.572 -0.367 -0.749 -0.498 -0.393 0.307
H 4.048 -2.909 -1.064 0.990 0.099 0.289 0.252
H 3.570 -3.164 -3.370 -0.005 0.010 -0.291 0.172
H 2.919 -4.804 -3.088 -0.212 -0.211 -0.364 0.270
H 4.676 -4.537 -2.956 -0.796 0.455 0.135 0.452
H 1.446 -3.718 -1.136 -0.116 -0.192 0.330 -0.067
C -3.983 -0.448 4.737 1.581 -0.023 0.591 -1.321
C -3.120 -1.608 4.250 -0.607 0.208 -0.911 1.189
C -3.791 -2.930 4.346 -2.266 -2.050 -0.893 -1.392
O -2.806 -1.426 2.848 -1.131 0.198 0.468 -0.237
H -4.271 -0.541 5.780 0.166 -0.156 0.207 0.429
H -4.874 -0.378 4.189 -1.260 0.150 -1.021 0.325
H -3.374 0.459 4.631 -0.346 -0.018 0.049 0.077
H -2.239 -1.620 4.826 1.427 0.100 0.669 0.111
H -3.174 -3.878 4.275 -0.364 1.398 -0.053 0.229
H -4.567 -2.965 3.505 1.153 -0.095 0.753 0.244
H -4.461 -3.053 5.211 0.571 0.224 0.209 0.403
H -1.893 -1.214 2.708 1.078 0.128 -0.117 -0.099
C 1.289 1.760 4.638 0.640 -0.369 -0.513 -1.128
C -0.009 1.055 4.986 0.785 -0.565 0.813 0.611
C -0.757 1.729 6.113 -1.471 -0.215 1.745 -1.383
O -0.833 1.076 3.891 -2.144 0.567 -1.184 0.303
H 1.043 2.789 4.299 0.261 -0.512 0.313 0.212
H 1.828 1.231 3.769 -0.641 0.693 1.476 0.055
H 1.881 1.784 5.573 0.224 0.182 -0.730 0.456
H 0.191 0.024 5.353 0.056 0.263 -0.470 0.340
H -0.754 2.825 6.102 0.363 -0.151 -0.132 0.341
H -0.439 1.365 7.136 -0.020 0.555 -1.115 0.330
H -1.856 1.470 6.066 1.128 0.033 -0.115 0.233
H -0.773 0.374 3.237 1.002 -0.301 -0.137 -0.144
C -0.605 -3.880 1.910 -0.302 0.479 -0.469 -0.637
C -0.779 -5.137 1.081 1.062 -0.178 -1.584 0.386
C -2.193 -5.708 0.923 -0.093 -0.204 0.961 -1.426
O -0.285 -4.791 -0.287 -1.302 -0.256 -0.344 -0.505
H -1.363 -3.143 1.658 -0.386 -0.125 0.198 0.004
H 0.311 -3.314 1.739 0.335 -0.579 -0.491 0.095
H -0.583 -4.070 2.961 -0.453 -0.289 0.879 0.509
H -0.064 -5.920 1.401 -0.456 0.300 0.031 0.242
H -2.765 -5.105 0.249 -0.528 1.108 -0.074 0.376
H -2.742 -5.806 1.884 0.380 0.233 -0.525 0.303
H -2.285 -6.663 0.412 0.777 -0.436 0.234 0.396
H -1.071 -4.741 -0.895 1.161 -0.036 0.967 0.195
C -1.491 5.587 -2.223 0.767 1.003 -0.157 -1.582
C -1.359 5.071 -0.831 -0.645 1.345 0.657 1.847
C -0.780 6.139 0.137 0.333 0.491 -1.286 -1.400
O -2.673 4.622 -0.474 0.180 0.430 -0.378 -0.583
H -2.176 6.413 -2.281 -0.475 0.474 0.157 0.417
H -1.902 4.804 -2.818 0.008 -0.557 -0.827 0.325
H -0.520 5.984 -2.581 -0.427 -0.563 -0.079 0.300
H -0.735 4.227 -0.907 1.141 -1.179 0.337 -0.561
H 0.170 6.604 -0.245 -0.825 -0.524 -0.106 0.354
H -0.495 5.744 1.089 -0.371 -0.288 0.691 0.285
H -1.508 6.966 0.212 0.220 -0.403 0.266 0.336
H -2.629 4.213 0.385 0.203 -0.217 0.717 0.277
C 5.937 2.830 -0.802 -0.803 -0.826 0.346 -1.355
C 5.366 1.548 -0.067 0.824 1.388 0.001 0.643
C 5.426 1.627 1.454 0.822 0.364 0.722 -1.361
O 4.026 1.332 -0.463 0.122 -0.384 -0.464 -0.180
H 6.073 2.711 -1.882 0.120 -0.541 0.134 0.375
H 6.888 3.130 -0.369 -0.033 0.179 0.068 0.381
H 5.180 3.617 -0.756 0.195 0.127 0.521 0.308
H 5.999 0.702 -0.306 0.095 -0.456 -0.514 0.206
H 4.969 0.709 1.901 0.029 0.958 -0.260 0.291
H 5.002 2.592 1.855 0.126 -1.132 -0.310 0.283
H 6.509 1.586 1.782 -1.072 0.182 -0.407 0.406
H 4.049 1.281 -1.439 -0.698 0.047 0.276 0.126
C 2.242 3.556 -3.537 -0.190 0.252 0.930 -1.594
C 1.668 2.182 -3.183 0.259 -0.487 -0.739 1.528
C 0.493 1.617 -4.065 1.403 0.733 0.355 -0.358
O 2.828 1.316 -3.200 -0.227 -0.795 -0.086 -0.699
H 2.744 4.017 -2.645 -0.440 -0.522 -0.738 0.310
H 1.482 4.245 -3.872 -0.418 0.234 -0.009 0.353
H 2.973 3.487 -4.315 0.473 -0.221 -0.575 0.420
H 1.353 2.264 -2.170 -0.630 -0.188 0.998 -0.556
H -0.403 2.198 -3.964 -0.333 0.770 0.136 0.293
H 0.176 0.626 -3.734 0.562 -0.128 -0.222 -0.601
H 0.811 1.681 -5.114 -0.186 -0.482 0.151 0.481
H 2.571 0.367 -3.156 -0.246 0.660 -0.031 0.229
C 1.535 -2.997 -5.232 -0.201 1.151 -0.111 -1.700
C 0.746 -2.005 -4.396 0.490 -1.145 0.942 0.900
C -0.509 -2.682 -3.896 0.955 -0.769 0.245 -1.078
O 1.555 -1.562 -3.271 -0.592 2.569 -3.501 0.339
H 1.655 -3.975 -4.783 -0.050 -0.036 0.213 0.244
H 2.488 -2.487 -5.313 0.446 -0.446 -0.769 0.371
H 0.983 -3.088 -6.166 0.460 -0.166 -0.359 0.482
H 0.487 -1.143 -5.013 0.168 0.120 0.194 0.465
H -0.996 -1.983 -3.268 -1.306 0.545 0.396 0.110
H -0.251 -3.559 -3.248 -0.014 0.522 -0.526 0.102
H -1.052 -3.064 -4.759 -0.505 0.208 0.230 0.532
H 1.482 -2.207 -2.625 0.175 -1.976 2.395 -0.352
C -0.166 1.597 0.616 -0.051 0.901 -0.949 -0.123
C -0.626 0.200 0.512 0.061 -2.281 -0.333 1.261
C -0.146 -0.548 -0.744 0.506 -0.888 1.346 -0.218
O -0.241 -0.578 1.686 1.688 -0.035 -0.077 -0.383
H -0.362 2.200 -0.287 -0.152 -0.459 0.137 -0.389
H 0.891 1.651 0.763 0.888 -0.035 0.257 0.173
H -0.677 2.086 1.409 -0.204 0.428 0.679 -0.112
H -1.705 0.122 0.550 -0.376 0.269 -0.229 -0.268
H -0.480 -0.003 -1.584 -0.192 0.451 -1.192 -0.089
H -0.520 -1.584 -0.790 -0.420 0.430 0.113 -0.080
H 0.942 -0.721 -0.770 -0.184 0.708 0.031 0.121
H 0.766 -0.721 1.623 -1.667 0.497 0.261 0.063
C -5.321 0.831 -1.480 0.388 -0.164 -0.448 -1.405
C -4.121 0.244 -2.215 0.284 -0.804 -1.764 0.396
C -3.071 1.257 -2.696 -2.375 0.846 -0.854 -0.619
O -3.369 -0.746 -1.499 -0.162 0.485 0.143 -0.300
H -6.025 0.055 -1.135 0.357 0.218 -0.039 0.444
H -5.845 1.433 -2.232 -0.038 0.089 0.374 0.402
H -4.981 1.457 -0.659 -0.166 0.077 0.152 0.254
H -4.512 -0.308 -3.117 0.146 0.614 0.547 0.141
H -2.683 1.772 -1.843 0.210 0.744 0.440 0.147
H -3.490 1.954 -3.504 0.443 -0.674 1.398 0.408
H -2.286 0.743 -3.163 1.153 -0.931 -0.595 -0.062
H -3.939 -1.017 -0.790 -0.184 -0.494 0.712 0.172
```
Positions in Å, forces in eV/Å.

=====

Ordered molar mass results: 744.1, 655.0; unit g mol⁻¹.
Ordered energy results: -2473.3225, -2172.6790; unit Ha.